Entry 1:
# C14H19NO5S3Ti

A structure of composition C14H19NO5S3Ti (ωB97M-V with the def2-TZVPD basis set, the Open Molecules 2025 dataset).

Output
- ΔE to the lowest compared entry with this formula, charge and spin: 0.0 kJ/mol
- Calculated total energy: -82178.19256 eV
- Frontier orbital gap: 8.3 eV
- Max |F|: 0.14 eV Å⁻¹

Geometry as ORCA input:
```
! RIJCOSX wB97M-V def2-TZVPD def2/J DEFGRID3
* xyz 0 1
Ti 1.67 -1.23 -0.36
S -0.98 -0.42 1.39
S 1.45 0.36 -1.93
S 3.83 -1.73 -0.99
O 2.22 -0.75 1.62
O 1.14 -2.90 -1.05
O 0.04 0.58 1.75
O -0.42 -4.47 -1.40
O -1.68 -1.08 2.45
N -0.22 -1.45 0.44
C -5.07 2.33 -2.12
C 2.84 0.84 -0.97
C -2.73 2.08 -1.23
C -1.79 1.47 -0.42
C -4.42 0.58 -0.42
C -4.05 1.64 -1.25
C 2.78 2.24 -0.41
C 2.34 -1.85 2.54
C 3.85 -0.03 -0.61
C -2.17 0.42 0.40
C -0.07 -3.44 -0.90
C -0.98 -2.62 0.01
C -3.49 -0.03 0.40
C 4.94 0.45 0.33
H 3.78 2.67 -0.28
H -3.77 -0.84 1.06
H 2.66 -1.48 3.51
H -1.87 -2.35 -0.57
H -2.43 2.90 -1.87
H -1.30 -3.24 0.84
H 1.47 -0.16 1.91
H 5.46 1.31 -0.09
H -5.46 3.22 -1.62
H 5.66 -0.35 0.50
H 3.10 -2.52 2.14
H 2.28 2.25 0.56
H -5.44 0.24 -0.42
H -4.63 2.64 -3.06
H -0.76 1.81 -0.41
H -5.91 1.67 -2.33
H 2.22 2.89 -1.08
H 1.38 -2.37 2.63
H 4.52 0.74 1.29
*
```

---

Entry 2:
# C14H19NOS

An isolated molecule of C14H19NOS (ωB97M-V with the def2-TZVPD basis set, the Open Molecules 2025 dataset).

Output
- ΔE to the lowest compared entry with this formula, charge and spin: 140.0 kJ/mol
- Calculated total energy: -29198.96096 eV
- Frontier orbital gap: 9.0 eV
- Max |F|: 0.62 eV Å⁻¹
- SMILES: CSc1ccc(C(=O)[C@H]2CCCN(C)C2)cc1

Geometry as ORCA input:
```
! RIJCOSX wB97M-V def2-TZVPD def2/J DEFGRID3
* xyz 0 1
S 4.65 1.38 -1.75
O -0.71 -2.71 -1.30
N -3.24 0.73 0.17
C -1.46 -1.03 0.22
C 0.81 -0.93 -0.94
C 3.08 -0.41 -0.30
C 2.12 0.60 -2.25
C 3.20 0.45 -1.38
C -4.44 -0.05 0.37
C 0.94 -0.08 -2.03
C -1.96 0.30 2.27
C 1.89 -1.09 -0.08
C -2.21 0.07 -0.59
C -0.86 -0.38 1.47
C -2.70 1.31 1.39
C 5.85 0.86 -0.50
C -0.46 -1.68 -0.71
H -5.19 0.58 0.84
H 0.12 0.03 -2.72
H -2.00 2.10 1.08
H 1.82 -1.76 0.76
H -4.30 -0.95 1.00
H -4.81 -0.37 -0.60
H 3.90 -0.56 0.39
H 6.02 -0.21 -0.57
H 5.50 1.14 0.49
H -0.11 0.36 1.17
H -2.18 -1.80 0.51
H 6.76 1.39 -0.73
H -3.52 1.78 1.94
H -0.36 -1.14 2.08
H 2.22 1.26 -3.10
H -2.66 -0.44 2.65
H -1.53 0.82 3.13
H -1.49 0.83 -0.90
H -2.66 -0.38 -1.48
*
```

---

Entry 3:
# C14H19NRh

A structure of composition C14H19NRh (ωB97M-V with the def2-TZVPD basis set, the Open Molecules 2025 dataset).

Output
- <S²>: 6.029
- Calculated total energy: -19315.01043 eV
- Frontier orbital gap (alpha / beta): 3.2 / 6.8 eV
- Max |F|: 5.08 eV Å⁻¹

Geometry as ORCA input:
```
! RIJCOSX wB97M-V def2-TZVPD def2/J DEFGRID3
* xyz -1 5
Rh -0.03 -0.15 0.02
N 1.36 0.89 0.16
C -0.36 1.82 -1.46
C -0.49 -1.09 -1.99
C 1.11 -1.92 -0.54
C 0.00 -1.44 5.27
C -0.19 -2.29 -0.04
C -1.17 -1.76 -0.93
C -1.25 0.72 5.27
C 0.91 -1.18 -1.75
C 0.01 -0.06 2.01
C -0.01 0.00 4.70
C 0.51 2.49 -2.20
C -1.52 1.50 -0.84
C -0.03 -0.03 3.23
C 1.24 0.72 5.26
H -0.96 -0.61 -2.84
H -2.16 0.21 4.94
H 0.25 3.32 -2.88
H 0.00 -1.40 6.37
H 2.16 0.21 4.93
H -1.21 0.70 6.37
H -1.26 1.76 4.94
H -2.30 0.95 -1.39
H 0.90 -1.98 4.94
H 2.15 1.50 0.43
H 1.26 1.76 4.93
H 2.06 -2.16 -0.07
H -0.90 -1.98 4.94
H 1.57 2.26 -2.17
H -1.91 2.07 0.01
H 1.21 0.70 6.36
H -2.24 -1.91 -0.86
H 1.69 -0.75 -2.37
H -0.40 -2.87 0.86
*
```

---

Entry 4:
# C14H20AuN4O3S2Se

A structure of composition C14H20AuN4O3S2Se (ωB97M-V with the def2-TZVPD basis set, the Open Molecules 2025 dataset).

Output
- ΔE to the lowest compared entry with this formula, charge and spin: 0.0 kJ/mol
- Calculated total energy: -117656.40142 eV
- Frontier orbital gap: 7.5 eV
- Max |F|: 0.63 eV Å⁻¹

Geometry as ORCA input:
```
! RIJCOSX wB97M-V def2-TZVPD def2/J DEFGRID3
* xyz -1 1
Au 0.27 -3.13 1.55
Se 4.53 -4.30 -0.66
S -2.70 -2.46 1.68
S -0.79 -1.05 -1.18
O 0.32 -0.42 -1.97
O 0.50 -0.03 1.30
O -3.95 -2.29 2.42
N -1.49 -2.83 2.43
N 2.56 0.84 0.90
N 2.04 -3.55 0.72
N 0.99 1.99 2.23
C 3.01 -3.85 0.17
C -3.59 -0.84 -1.54
C -3.28 0.69 -3.85
C 3.49 1.95 0.95
C -2.16 0.24 -3.16
C -0.35 2.13 2.74
C -4.55 0.38 -3.39
C 1.31 0.88 1.46
C 1.85 3.15 2.34
C -0.87 -2.75 -1.74
C -4.70 -0.38 -2.24
C 2.88 -0.21 -0.07
C -2.31 -0.53 -2.02
C 3.31 2.74 2.23
H 3.57 2.11 3.08
H 1.67 3.61 3.31
H 3.38 2.60 0.08
H -0.33 2.33 3.82
H -1.15 0.47 -3.49
H -0.89 1.20 2.57
H 4.50 1.53 0.91
H 3.83 -0.68 0.19
H -0.88 2.95 2.24
H -1.72 -3.25 -1.25
H 0.06 -3.22 -1.44
H -3.16 1.29 -4.74
H 3.95 3.62 2.22
H -5.69 -0.62 -1.86
H -0.99 -2.75 -2.83
H -3.71 -1.41 -0.63
H 2.11 -0.97 -0.04
H 2.94 0.19 -1.08
H -5.43 0.73 -3.93
H 1.61 3.89 1.57
*
```

---

Entry 5:
# C14H20BrClF5NO5S

A cluster of 2 separate species, C14H20BrClF5NO5S in total (ωB97M-V with the def2-TZVPD basis set, the Open Molecules 2025 dataset).

Output
- Calculated total energy: -133554.63144 eV
- Frontier orbital gap: 6.1 eV
- Max |F|: 3.51 eV Å⁻¹

Geometry as ORCA input:
```
! RIJCOSX wB97M-V def2-TZVPD def2/J DEFGRID3
* xyz 0 1
Br 3.77 -0.02 -3.31
Cl -3.34 0.29 1.51
S -5.80 4.17 2.37
F 2.20 3.05 0.52
F -5.83 1.88 0.99
F 0.71 -0.64 -3.15
F -4.93 3.53 -0.08
F -7.07 3.43 0.13
O -6.93 3.68 3.14
O -3.38 0.59 -1.01
O 3.54 1.90 1.76
O -4.50 3.79 2.90
O -5.91 5.55 1.95
N 1.27 0.35 -0.40
C -5.92 3.22 0.79
C 4.68 -1.62 0.55
C 1.18 -1.49 -2.17
C -0.02 -2.22 -1.47
C -0.43 -1.90 1.06
C 3.46 -0.40 -1.41
C 4.49 -1.51 -0.99
C -3.02 -0.14 -0.19
C -0.71 -1.29 -0.37
C 2.00 -0.80 -1.05
C -2.26 -1.41 -0.60
C 1.75 0.61 1.01
C -0.22 0.19 -0.43
C 2.58 1.91 1.14
H -2.63 -2.26 0.01
H -1.03 -2.81 1.25
H 0.64 -2.20 1.16
H 4.24 -2.48 -1.46
H 5.46 -1.17 -1.41
H 1.52 1.19 -0.94
H 1.82 -2.30 -2.57
H 0.92 0.69 1.74
H -0.72 0.84 0.31
H 0.36 -3.10 -0.90
H 3.78 0.51 -0.86
H -2.53 -1.62 -1.65
H 2.41 -0.19 1.39
H 5.19 -0.71 0.94
H 3.72 -1.84 1.07
H -0.55 0.58 -1.42
H -0.74 -2.58 -2.22
H 2.09 -1.56 -0.25
H -0.68 -1.19 1.87
H 5.35 -2.47 0.74
*
```

---

Entry 6:
# C14H20Cl2CrN3O9S2

A structure of composition C14H20Cl2CrN3O9S2 (ωB97M-V with the def2-TZVPD basis set, the Open Molecules 2025 dataset).

Output
- <S²>: 3.821
- Calculated total energy: -112880.31597 eV
- Frontier orbital gap (alpha / beta): 6.1 / 7.2 eV
- Max |F|: 0.84 eV Å⁻¹

Geometry as ORCA input:
```
! RIJCOSX wB97M-V def2-TZVPD def2/J DEFGRID3
* xyz -2 4
Cr -0.04 -0.32 0.05
Cl 3.11 3.25 -4.06
Cl 1.01 5.19 -3.46
S 0.38 -3.11 1.27
S -3.03 -3.85 2.00
O 1.65 -3.00 0.53
O -0.17 2.67 -5.67
O 0.32 2.04 -3.55
O 0.45 -3.89 2.47
O -1.41 -0.15 -0.78
O -0.11 -1.71 1.52
O -2.57 -2.62 2.60
O -2.65 -5.06 2.71
O -4.44 -3.83 1.61
N 1.44 1.07 -1.11
N -0.23 1.62 1.13
N 2.00 -0.10 1.30
C 2.82 0.67 -0.88
C -0.24 -4.27 -1.06
C -2.39 -4.97 -1.83
C 1.17 2.47 -0.74
C 3.09 0.58 0.63
C 1.51 0.51 2.54
C 0.42 2.71 -4.59
C -0.12 2.62 0.06
C -2.16 -4.04 0.41
C 0.72 1.79 2.24
C -1.04 -4.83 -2.05
C -2.94 -4.58 -0.61
C 1.51 3.86 -4.56
C -0.79 -3.85 0.14
H 0.85 -0.22 3.00
H -3.99 -4.70 -0.41
H 1.08 3.06 -1.65
H 1.15 0.95 -2.08
H 1.42 2.59 1.96
H 2.02 2.86 -0.17
H 0.22 2.13 3.15
H -3.04 -5.39 -2.59
H 0.81 -4.12 -1.23
H -0.59 -5.13 -2.99
H 2.31 0.75 3.24
H -0.97 2.46 -0.61
H 2.18 -1.09 1.42
H -1.19 1.56 1.45
H 1.63 4.30 -5.54
H 4.06 0.09 0.80
H 2.98 -0.30 -1.35
H 3.19 1.59 1.04
H -0.17 3.64 0.45
H 3.54 1.38 -1.32
*
```

---

Entry 7:
# C14H20Cl2N2O2PSeSn

A structure of composition C14H20Cl2N2O2PSeSn (ωB97M-V with the def2-TZVPD basis set, the Open Molecules 2025 dataset).

Output
- ΔE to the lowest compared entry with this formula, charge and spin: 40.1 kJ/mol
- Calculated total energy: -127400.88135 eV
- Frontier orbital gap (alpha / beta): 4.5 / 4.7 eV
- Max |F|: 3.48 eV Å⁻¹

Geometry as ORCA input:
```
! RIJCOSX wB97M-V def2-TZVPD def2/J DEFGRID3
* xyz 3 1
Sn -0.93 -0.70 -1.65
Se 0.83 1.04 -0.32
Cl -2.08 0.02 -5.52
Cl -2.14 1.39 -2.16
P -3.20 -0.96 -0.01
O 0.40 -2.72 1.65
O -1.19 -2.26 -4.60
N 2.98 0.00 1.43
N 2.42 2.09 1.78
C 4.44 2.79 3.07
C 1.75 3.39 1.67
C 2.08 0.98 1.06
C -1.78 -1.73 -5.53
C 5.70 2.31 3.47
C 5.19 0.03 2.69
C 3.57 1.85 2.52
C -3.46 -2.20 1.29
C -2.34 -2.38 -6.74
C -0.18 -2.21 0.81
C 6.06 0.95 3.31
C 3.93 0.52 2.32
C -4.12 0.47 0.62
C -4.29 -1.57 -1.34
H -3.66 0.82 1.55
H -5.17 0.21 0.82
H 5.44 -1.01 2.49
H 0.67 3.24 1.72
H -3.05 -3.17 0.99
H -2.12 -3.44 -6.74
H -3.43 -2.25 -6.76
H 2.09 4.01 2.51
H -5.31 -1.67 -0.97
H 6.41 3.02 3.91
H 2.99 -0.95 1.06
H 4.14 3.84 3.13
H -2.96 -1.89 2.21
H 2.02 3.90 0.74
H 7.04 0.62 3.65
H -4.08 1.29 -0.11
H -1.92 -1.93 -7.65
H -4.53 -2.33 1.51
H -3.94 -2.55 -1.70
H -4.28 -0.87 -2.18
*
```

---

Entry 8:
# C14H20Cl4IrN2O3S2

A structure of composition C14H20Cl4IrN2O3S2 (ωB97M-V with the def2-TZVPD basis set, the Open Molecules 2025 dataset).

Output
- <S²>: 0.818
- ΔE to the lowest compared entry with this formula, charge and spin: 67.0 kJ/mol
- Calculated total energy: -98545.74888 eV
- Frontier orbital gap (alpha / beta): 5.0 / 5.0 eV
- Max |F|: 3.78 eV Å⁻¹

Geometry as ORCA input:
```
! RIJCOSX wB97M-V def2-TZVPD def2/J DEFGRID3
* xyz 2 2
Ir -0.66 -1.07 -0.02
Cl -1.51 -8.01 -0.72
Cl -3.37 -5.54 -0.47
Cl 1.56 -7.66 -0.74
Cl 2.81 -4.81 -0.66
S -0.45 -0.82 2.42
S 0.71 1.80 -0.69
O 0.79 -2.68 -0.41
O -1.86 -2.97 -0.27
O -0.60 1.08 -0.36
N -1.90 1.35 2.81
N -3.04 -0.46 1.94
C -3.02 2.26 2.79
C 1.37 4.28 0.28
C 0.24 3.58 -0.47
C 0.31 -3.85 -0.47
C 2.27 1.55 -2.93
C 0.56 -6.29 -0.64
C -1.93 0.11 2.38
C -1.15 -4.01 -0.41
C 1.13 -5.01 -0.60
C 1.54 3.73 1.69
C 0.81 1.62 -2.51
C -1.69 -5.33 -0.50
C 3.01 0.44 -2.21
C -0.84 -6.45 -0.62
H 2.46 4.10 2.12
H 0.72 4.05 2.33
H 3.15 0.67 -1.16
H -1.02 1.69 3.19
H 1.14 5.35 0.33
H -3.78 1.98 3.53
H 2.31 1.38 -4.01
H 0.05 4.02 -1.44
H 3.99 0.29 -2.65
H -3.04 -1.42 1.62
H -2.66 3.26 3.04
H 2.30 4.18 -0.29
H 0.26 2.41 -3.01
H 2.76 2.51 -2.75
H 2.47 -0.50 -2.29
H 1.58 2.64 1.67
H -0.68 3.57 0.11
H -3.93 0.03 1.94
H -3.47 2.29 1.80
H 0.33 0.66 -2.70
*
```